No. 1
{
  "formula": "C5H10N2O3",
  "method": "ωB97M-V with the def2-TZVPD basis set",
  "homo_ev": -9.959,
  "lumo_energy_ev": 0.67,
  "multiplicity": 1,
  "elements": ["C", "C", "C", "C", "C", "H", "H", "H", "H", "H", "H", "H", "H", "H", "H", "N", "N", "O", "O", "O"],
  "positions_angstrom": [[1.0296, -0.9068, -0.3714], [2.4047, -0.4963, -0.8313], [0.2109, 0.4010, -0.1995], [-1.2629, 0.1005, 0.0500], [-1.9399, 1.3503, 0.6308], [1.6648, -2.4211, 0.7565], [1.2737, -1.1057, 1.5406], [0.6148, -1.4994, -1.1824], [0.3525, 1.0503, -1.0586], [0.6262, 0.9112, 0.6710], [-1.7754, -0.2205, -0.8621], [-1.3110, -0.7455, 0.7770], [-3.6832, 0.2846, 0.6651], [-3.7647, 1.7635, 1.3940], [3.3761, 0.2564, -2.2929], [0.9596, -1.6964, 0.7946], [-3.3133, 1.2093, 0.6684], [3.4291, -0.6975, -0.1738], [-1.3008, 2.3398, 1.0263], [2.4093, 0.1223, -2.0024]]
}

=====

No. 2
{
  "formula": "C5H10N2O3",
  "method": "ωB97M-V with the def2-TZVPD basis set",
  "homo_ev": -9.554,
  "lumo_energy_ev": 0.44,
  "multiplicity": 1,
  "elements": ["C", "C", "C", "C", "C", "H", "H", "H", "H", "H", "H", "H", "H", "H", "H", "N", "N", "O", "O", "O"],
  "positions_angstrom": [[1.3065, 0.4496, 0.4300], [1.9403, -0.9640, 0.1474], [-0.2046, 0.7256, 0.5620], [-0.9652, -0.1916, -0.3123], [-2.4514, -0.2316, -0.0744], [1.2792, 1.5931, -1.4052], [2.1901, 2.3510, 0.0346], [1.8523, 0.6673, 1.4716], [-0.1926, 0.0435, 1.5224], [-0.3507, 1.9093, 0.6137], [-0.4516, -1.2405, -0.2649], [-1.1436, 0.2969, -1.2342], [-4.0494, -1.0711, -0.0208], [-2.8320, -2.2121, -0.5939], [3.5333, 0.0909, -0.4999], [1.9033, 1.4264, -0.4990], [-3.0651, -1.4071, -0.4076], [1.6069, -2.0140, 0.5188], [-3.1098, 0.6550, 0.3626], [3.2041, -0.8769, -0.3509]]
}

=====

Going through the records in order, we get ΔE to the lowest compared entry with this formula, charge and spin values of 30.6; 390.2 kJ/mol.
Going through the records in order, we get HOMO-LUMO gap values of 10.628; 9.995 eV.